19
Properties=species:S:1:pos:R:3:forces:R:3:nbo_charge:R:1 method="wB97M-V/def2-TZVPD" smiles="CC(O)=C(O)O.C=C=C" total_charge=0 mol_weight_g_mol=130.14 homo_ev=-7.44
C -1.062765 0.402162 -0.556862 -0.3 -0.8 -0.9 0.133
C -1.875827 0.032374 0.642910 0.3 0.1 0.1 -0.663
C 1.462958 -1.163191 1.176537 1.3 0.5 0.4 -0.624
C -0.425089 -0.470165 -1.357977 -0.3 1.2 0.7 0.487
C 1.491683 0.141585 0.987308 0.0 -0.7 0.5 0.164
C 1.568535 1.434212 0.949505 -0.1 0.2 -0.2 -0.506
O -1.154554 1.731943 -0.909226 0.0 0.3 -0.1 -0.698
O 0.122159 -0.044557 -2.542966 0.0 -0.3 0.3 -0.707
O -0.178223 -1.760020 -1.064753 -0.2 -0.8 2.1 -0.714
H -0.753411 1.841335 -1.780773 0.0 0.0 0.1 0.492
H 0.589864 -0.796695 -2.923118 0.1 0.1 0.0 0.496
H -2.346238 -0.947858 0.558193 0.1 0.0 -0.1 0.222
H -2.657165 0.774119 0.783535 -0.1 0.0 -0.1 0.237
H -1.270620 0.048612 1.547863 0.0 -0.1 0.2 0.213
H 1.369954 -1.568670 2.178486 -0.4 0.2 0.0 0.233
H 2.005475 -1.807730 0.497084 -0.4 -0.1 -0.4 0.237
H -0.116770 -1.851826 -0.034677 0.0 0.4 -2.6 0.517
H 2.494290 1.945700 1.180352 0.1 -0.1 0.2 0.232
H 0.735743 2.058670 0.668578 -0.2 0.0 -0.3 0.249